Formula: C26H74N6O8
Source: the Open Molecules 2025 dataset
Level of theory: ωB97M-V/def2-TZVPD

Last column: Löwdin charge in e.
Cartesian coordinates (Å):
C (-1.16, -0.07, 0.33)  -0.232
O (-1.80, -0.66, 1.34)  -0.093
H (-0.22, 0.34, 0.69)  0.072
H (-0.87, -0.75, -0.46)  0.081
H (-1.74, 0.80, 0.02)  0.087
H (-1.29, -1.42, 1.62)  0.079
C (-6.44, 3.41, -0.49)  -0.194
O (-6.03, 3.70, -1.79)  -0.112
H (-6.50, 4.30, 0.13)  0.077
H (-7.47, 3.07, -0.47)  0.069
H (-5.93, 2.54, -0.08)  0.079
H (-6.49, 4.43, -2.20)  0.081
C (-3.01, -4.01, -4.58)  -0.088
C (-1.77, -3.17, -4.86)  -0.437
C (-0.49, -4.05, -4.67)  -0.127
O (0.65, -3.16, -5.03)  -0.192
C (1.87, -3.78, -4.84)  -0.166
N (-2.01, -2.84, -6.25)  0.028
H (-3.24, -4.79, -5.30)  0.081
H (-3.81, -3.30, -4.34)  0.085
H (-2.88, -4.63, -3.69)  0.066
H (-1.80, -2.26, -4.26)  0.141
H (-0.51, -4.94, -5.30)  0.126
H (-0.47, -4.29, -3.61)  0.115
H (2.76, -3.17, -5.02)  0.082
H (2.05, -4.54, -5.61)  0.082
H (2.07, -4.21, -3.86)  0.083
H (-1.10, -2.54, -6.58)  0.062
H (-2.11, -3.75, -6.68)  0.060
C (4.22, -0.13, -1.79)  -0.056
C (5.56, 0.66, -1.84)  -0.412
C (6.31, 0.45, -3.18)  -0.224
O (6.70, -0.90, -3.39)  -0.183
C (7.73, -0.95, -4.40)  -0.103
N (5.31, 2.06, -1.41)  0.039
H (3.61, 0.08, -2.67)  0.074
H (3.64, 0.14, -0.91)  0.064
H (4.36, -1.22, -1.80)  0.072
H (6.21, 0.11, -1.16)  0.124
H (7.13, 1.16, -3.14)  0.116
H (5.70, 0.73, -4.04)  0.124
H (7.43, -0.41, -5.29)  0.087
H (8.01, -1.98, -4.64)  0.084
H (8.66, -0.58, -3.97)  0.083
H (6.13, 2.63, -1.23)  0.061
H (5.05, 1.90, -0.45)  0.050
C (6.00, 0.68, 3.36)  -0.059
C (5.06, 1.86, 3.76)  -0.411
C (3.99, 1.36, 4.71)  -0.250
O (3.18, 0.37, 4.12)  -0.180
C (2.18, -0.09, 5.05)  -0.092
N (5.88, 2.94, 4.41)  0.044
H (6.69, 0.34, 4.13)  0.079
H (6.51, 1.13, 2.51)  0.061
H (5.40, -0.11, 2.91)  0.068
H (4.59, 2.16, 2.83)  0.129
H (3.36, 2.22, 4.96)  0.115
H (4.34, 1.12, 5.72)  0.128
H (1.76, -1.04, 4.70)  0.081
H (1.36, 0.62, 4.96)  0.084
H (2.44, -0.18, 6.10)  0.086
H (5.27, 3.46, 5.04)  0.055
H (5.99, 3.59, 3.64)  0.062
C (-1.61, 5.69, -0.63)  -0.062
C (-0.97, 6.72, -1.62)  -0.405
C (0.19, 6.14, -2.44)  -0.193
O (0.46, 6.94, -3.58)  -0.206
C (1.38, 7.96, -3.29)  -0.120
N (-2.07, 7.24, -2.48)  0.028
H (-2.13, 4.81, -1.02)  0.071
H (-2.35, 6.21, -0.02)  0.072
H (-0.83, 5.25, -0.02)  0.068
H (-0.76, 7.67, -1.13)  0.123
H (-0.13, 5.18, -2.84)  0.129
H (1.12, 5.98, -1.88)  0.122
H (1.51, 8.67, -4.11)  0.093
H (2.33, 7.45, -3.12)  0.082
H (1.22, 8.44, -2.33)  0.084
H (-2.48, 6.41, -2.90)  0.061
H (-1.62, 7.63, -3.30)  0.054
C (-1.73, -6.88, 0.25)  -0.072
C (-0.63, -6.90, 1.30)  -0.422
C (-0.77, -5.62, 2.16)  -0.204
O (-0.28, -4.47, 1.48)  -0.217
C (1.14, -4.35, 1.27)  -0.075
N (-0.86, -7.99, 2.24)  0.013
H (-1.54, -6.08, -0.46)  0.074
H (-2.73, -6.61, 0.60)  0.078
H (-1.87, -7.85, -0.22)  0.078
H (0.32, -7.06, 0.80)  0.133
H (-0.22, -5.76, 3.09)  0.111
H (-1.82, -5.54, 2.47)  0.125
H (1.22, -3.44, 0.68)  0.085
H (1.52, -5.22, 0.73)  0.078
H (1.63, -4.17, 2.23)  0.085
H (-0.11, -8.27, 2.85)  0.066
H (-1.63, -7.94, 2.89)  0.070
C (-6.16, -1.65, 4.80)  -0.061
C (-6.54, -0.37, 4.09)  -0.481
C (-5.74, 0.83, 4.54)  -0.218
O (-6.39, 2.01, 4.06)  -0.190
C (-5.58, 3.19, 4.17)  -0.104
N (-6.35, -0.47, 2.69)  0.047
H (-5.21, -2.07, 4.46)  0.079
H (-6.97, -2.33, 4.53)  0.077
H (-6.24, -1.60, 5.88)  0.079
H (-7.59, -0.22, 4.33)  0.143
H (-4.73, 0.72, 4.16)  0.122
H (-5.54, 1.01, 5.60)  0.120
H (-4.93, 3.26, 5.04)  0.079
H (-6.16, 4.11, 4.13)  0.083
H (-4.86, 3.23, 3.35)  0.079
H (-6.54, 0.43, 2.28)  0.069
H (-5.40, -0.70, 2.44)  0.077

Properties
E_LUMO ... 0.286 eV
ΔE to the lowest compared entry with this formula, charge and spin ... 130.3 kcal per mole
Multiplicity ... 1
Structure (SMILES) ... COC[C@H](C)N.COC[C@H](C)N.COC[C@H](C)N.COC[C@H](C)N.COC[C@H](C)N.COC[C@H](C)N.CO.CO
Frontier orbital gap ... 9.3 eV
Charge ... 0
E ... -53475.051 eV

---

Formula: C18H14F2N2O3
Source: the Open Molecules 2025 dataset
Level of theory: ωB97M-V/def2-TZVPD

Last column: Löwdin charge in e.
Cartesian coordinates (Å):
C (2.37, -6.73, -0.05)  -0.083
H (3.45, -6.91, -0.03)  0.097
O (2.05, -5.40, 0.28)  -0.085
C (2.51, -4.41, -0.53)  -0.215
C (3.30, -4.60, -1.65)  -0.013
C (3.72, -3.51, -2.41)  -0.068
C (3.38, -2.23, -2.06)  -0.017
C (2.59, -2.01, -0.93)  -0.067
C (2.15, -3.09, -0.15)  -0.080
C (1.34, -2.83, 1.00)  0.003
C (1.02, -1.56, 1.31)  -0.052
N (1.45, -0.50, 0.56)  -0.009
C (2.23, -0.64, -0.58)  -0.359
O (2.57, 0.34, -1.21)  0.055
C (1.02, 0.83, 0.90)  -0.045
H (1.23, 1.04, 1.96)  0.145
H (1.59, 1.51, 0.27)  0.129
C (-0.48, 1.00, 0.64)  -0.419
O (-1.23, 0.08, 0.45)  0.100
N (-0.85, 2.31, 0.69)  0.142
C (-2.13, 2.86, 0.52)  -0.155
C (-3.26, 2.10, 0.23)  0.009
C (-4.49, 2.72, 0.08)  -0.001
C (-4.59, 4.09, 0.21)  -0.278
C (-3.49, 4.88, 0.50)  0.070
C (-2.28, 4.24, 0.65)  -0.203
F (-1.18, 4.98, 0.94)  0.068
H (-3.57, 5.94, 0.60)  0.133
F (-5.79, 4.69, 0.06)  0.064
H (-5.37, 2.14, -0.15)  0.120
H (-3.17, 1.04, 0.13)  0.106
H (-0.13, 3.00, 0.86)  0.148
H (0.41, -1.31, 2.16)  0.132
H (0.99, -3.65, 1.60)  0.111
H (3.70, -1.38, -2.64)  0.115
H (4.33, -3.69, -3.29)  0.105
H (3.59, -5.59, -1.96)  0.103
H (1.89, -7.34, 0.72)  0.094
H (1.97, -7.01, -1.03)  0.097

Properties
E_LUMO ... 0.559 eV
Multiplicity ... 1
Structure (SMILES) ... COc1cccc2c(=O)n(CC(=O)Nc3ccc(F)cc3F)ccc12
Frontier orbital gap ... 8.4 eV
Charge ... 0
E ... -33451.719 eV

---

Formula: C3H6AgO3
Source: the Open Molecules 2025 dataset
Level of theory: ωB97M-V/def2-TZVPD

Last column: Löwdin spin population.
Cartesian coordinates (Å):
H (-0.65, -0.55, -1.17)  -0.006
O (0.33, 2.19, -1.10)  0.279
C (-0.43, 1.26, -1.16)  -0.001
O (-0.46, 0.48, -2.21)  0.355
Ag (0.25, 1.50, -3.82)  0.246
O (-0.63, 0.26, -0.19)  0.096
C (0.36, 0.01, 0.88)  0.015
C (-0.04, -1.26, 1.57)  0.001
H (0.32, 0.90, 1.51)  0.010
H (1.34, -0.06, 0.39)  0.003
H (-1.10, -1.25, 1.85)  0.000
H (0.55, -1.33, 2.49)  0.000
H (0.17, -2.14, 0.96)  0.001

Properties
E_LUMO (alpha / beta) ... -10.723 / -15.219 eV
ΔE to the lowest compared entry with this formula, charge and spin ... 50.6 kcal per mole
Multiplicity ... 2
Frontier orbital gap (alpha / beta) ... 9.9 / 5.3 eV
Charge ... +2
E ... -13324.600 eV

---

Formula: C4H10NOS
Source: the Open Molecules 2025 dataset
Level of theory: ωB97M-V/def2-TZVPD

Last column: Löwdin charge in e.
Cartesian coordinates (Å):
C (-0.10, -1.58, 1.51)  -0.065
C (-2.56, 0.81, 1.22)  0.044
C (2.39, 0.53, -1.09)  -0.269
C (0.17, -0.46, 0.50)  -0.415
N (-1.25, 0.87, 0.52)  -0.096
O (-1.00, 1.90, -0.04)  0.129
S (1.61, 0.59, 0.65)  0.939
H (-1.10, -1.66, 1.89)  0.074
H (0.00, -2.53, 0.97)  0.105
H (0.75, -1.47, 2.17)  0.074
H (-2.81, -0.15, 1.12)  0.034
H (-3.29, 1.53, 0.69)  0.155
H (-2.42, 1.01, 2.28)  0.130
H (2.11, 1.31, -1.72)  0.024
H (2.44, -0.44, -1.54)  0.051
H (3.43, 0.74, -0.91)  0.032
H (0.07, -0.66, -0.50)  0.055

Properties
E_LUMO ... -5.918 eV
ΔE to the lowest compared entry with this formula, charge and spin ... 122.5 kcal per mole
Multiplicity ... 1
Frontier orbital gap ... 8.0 eV
Charge ... +1
E ... -18671.794 eV

---

Formula: C53H38Cl3F9GeN8PRbS4
Source: the Open Molecules 2025 dataset
Level of theory: ωB97M-V/def2-TZVPD

Last column: Löwdin spin population.
Cartesian coordinates (Å):
Rb (1.25, -1.03, 2.42)  0.006
C (-1.38, 2.96, 7.50)  0.000
S (0.40, 2.85, 7.07)  0.000
C (0.41, 2.00, 5.46)  0.000
S (1.71, 0.94, 5.11)  0.000
N (-0.67, 2.20, 4.76)  0.000
N (-0.72, 1.42, 3.59)  0.000
C (-1.90, 1.36, 3.10)  0.000
C (-2.15, 0.69, 1.82)  0.000
C (-3.39, 0.88, 1.19)  0.002
C (-3.53, 0.55, -0.20)  0.000
C (-2.50, -0.13, -0.82)  0.001
C (-1.32, -0.31, -0.10)  0.008
N (-1.12, 0.02, 1.21)  0.002
H (-1.31, 3.63, 8.37)  0.000
H (-1.86, 2.04, 7.71)  0.000
H (-1.86, 3.56, 6.71)  0.000
H (-2.76, 1.95, 3.48)  0.000
H (-4.20, 1.40, 1.64)  0.000
H (-4.48, 0.77, -0.77)  0.000
H (-2.47, -0.34, -1.90)  0.000
H (-0.43, -0.77, -0.56)  0.009
C (5.43, -0.36, 2.99)  0.000
C (5.15, -1.66, 3.66)  0.000
N (3.99, -2.15, 3.69)  0.000
C (3.99, -3.43, 4.25)  0.000
C (5.23, -3.81, 4.73)  0.000
S (6.38, -2.65, 4.37)  0.000
C (2.76, -4.13, 4.65)  0.001
C (2.55, -5.45, 4.78)  0.001
S (1.02, -5.82, 5.46)  0.002
C (0.66, -4.11, 5.46)  0.001
N (1.66, -3.40, 5.02)  0.000
C (-0.59, -3.47, 5.93)  0.000
H (4.95, 0.52, 3.56)  0.000
H (4.82, -0.25, 2.08)  0.000
H (6.55, -0.26, 2.78)  0.000
H (5.46, -4.75, 5.26)  0.000
H (3.17, -6.34, 4.55)  0.000
H (-0.38, -2.43, 5.81)  0.000
H (-0.76, -3.70, 6.98)  0.000
H (-1.43, -3.81, 5.33)  0.000
N (-7.76, -4.16, -7.29)  0.000
C (-6.81, -3.81, -6.74)  0.000
C (-5.64, -3.54, -5.93)  0.000
C (-4.60, -4.54, -5.92)  0.000
C (-3.59, -4.47, -5.04)  0.000
C (-3.52, -3.40, -4.14)  0.000
C (-4.54, -2.43, -4.16)  0.000
C (-5.60, -2.54, -4.97)  0.000
C (-2.32, -3.33, -3.23)  0.001
C (-1.29, -2.56, -3.58)  0.007
C (-0.98, -2.00, -4.84)  0.006
C (0.35, -1.62, -4.78)  0.002
C (0.81, -1.99, -3.51)  0.009
N (-0.09, -2.60, -2.82)  0.097
C (-2.52, -4.03, -2.04)  0.005
C (-3.77, -4.64, -1.66)  0.006
C (-3.67, -4.98, -0.34)  0.002
C (-2.36, -4.58, 0.09)  0.008
N (-1.67, -4.08, -0.94)  0.086
H (-4.72, -5.34, -6.67)  0.000
H (-2.81, -5.19, -4.97)  0.000
H (-4.38, -1.57, -3.56)  0.000
H (-6.39, -1.79, -4.94)  0.000
H (-1.71, -1.82, -5.63)  0.001
H (0.90, -1.19, -5.61)  0.000
H (1.75, -1.72, -3.02)  0.001
H (-4.60, -4.72, -2.34)  0.001
H (-4.43, -5.45, 0.22)  0.000
H (-1.88, -4.80, 1.07)  0.002
Cl (0.94, -5.39, -1.73)  0.049
Ge (0.27, -3.47, -0.84)  0.300
Cl (0.57, -4.27, 1.34)  0.164
Cl (2.18, -1.77, -0.63)  0.204
F (4.02, 3.07, -5.89)  0.000
C (4.84, 2.42, -5.00)  0.000
F (5.94, 3.16, -4.96)  0.000
F (5.12, 1.24, -5.51)  0.000
C (4.11, 2.36, -3.69)  0.000
C (4.11, 1.25, -2.92)  0.001
C (3.49, 1.23, -1.69)  0.006
C (2.80, 2.36, -1.22)  0.000
C (2.75, 3.48, -2.01)  0.000
C (3.45, 3.49, -3.25)  0.000
P (1.54, 2.07, 0.14)  0.001
C (1.55, 3.70, 0.95)  0.000
C (1.88, 3.63, 2.28)  0.000
C (2.09, 4.76, 3.09)  0.000
C (1.95, 6.01, 2.48)  0.000
C (1.47, 6.13, 1.20)  0.000
C (1.30, 4.99, 0.43)  0.000
C (2.15, 7.28, 3.24)  0.000
F (2.59, 7.02, 4.44)  0.000
F (1.00, 7.98, 3.35)  0.000
F (3.08, 8.07, 2.63)  0.000
C (0.04, 2.23, -0.91)  0.000
C (0.08, 1.52, -2.18)  0.000
C (-1.01, 1.63, -3.06)  0.000
C (-2.06, 2.48, -2.73)  0.000
C (-2.10, 3.12, -1.53)  0.000
C (-1.05, 2.97, -0.60)  0.000
C (-3.14, 2.61, -3.76)  0.000
F (-3.79, 3.80, -3.68)  0.000
F (-2.70, 2.56, -5.06)  0.000
F (-4.11, 1.70, -3.58)  0.000
H (4.69, 0.37, -3.14)  0.000
H (3.53, 0.27, -1.10)  0.006
H (2.20, 4.38, -1.70)  0.000
H (3.44, 4.38, -3.80)  0.000
H (1.97, 2.75, 2.91)  0.000
H (2.36, 4.65, 4.13)  0.000
H (1.20, 7.07, 0.77)  0.000
H (0.93, 5.13, -0.54)  0.000
H (0.93, 0.89, -2.48)  0.000
H (-1.03, 1.20, -4.00)  0.000
H (-2.99, 3.68, -1.25)  0.000
H (-1.08, 3.56, 0.31)  0.000

Properties
E_LUMO (alpha / beta) ... 0.833 / 0.804 eV
ΔE to the lowest compared entry with this formula, charge and spin ... 26.9 kcal per mole
Multiplicity ... 2
Frontier orbital gap (alpha / beta) ... 5.5 / 5.9 eV
Charge ... -1
E ... -239330.540 eV

---

Formula: C26H28ClP2Y
Source: the Open Molecules 2025 dataset
Level of theory: ωB97M-V/def2-TZVPD

Last column: Löwdin charge in e.
Cartesian coordinates (Å):
Y (-1.46, -0.59, -0.52)  1.133
Cl (-3.47, -1.88, -0.20)  0.062
P (1.16, -0.33, -0.92)  0.900
C (1.90, 0.64, 0.30)  -0.414
C (2.95, 1.47, -0.11)  -0.068
C (3.64, 2.16, 0.86)  -0.041
C (3.31, 2.04, 2.22)  -0.022
C (2.24, 1.22, 2.60)  -0.057
C (1.52, 0.52, 1.65)  -0.128
C (1.47, -2.11, -0.57)  -0.360
C (0.78, -3.12, -1.27)  -0.113
C (1.13, -4.45, -1.06)  -0.052
C (2.14, -4.78, -0.15)  -0.028
C (2.82, -3.76, 0.55)  -0.039
C (2.49, -2.43, 0.34)  -0.074
C (1.51, -0.05, -2.60)  -0.408
C (0.53, 0.28, -3.57)  -0.093
C (0.96, 0.47, -4.86)  -0.054
C (2.31, 0.33, -5.21)  -0.015
C (3.24, -0.04, -4.23)  -0.039
C (2.85, -0.24, -2.93)  -0.091
H (0.00, -2.86, -2.00)  0.099
H (0.60, -5.24, -1.60)  0.124
H (2.41, -5.82, 0.02)  0.124
H (3.61, -4.02, 1.25)  0.122
H (3.00, -1.64, 0.88)  0.111
H (3.18, 1.56, -1.16)  0.107
H (4.46, 2.81, 0.56)  0.128
H (3.87, 2.59, 2.97)  0.126
H (1.96, 1.14, 3.65)  0.122
H (0.67, -0.10, 1.93)  0.041
H (-0.52, 0.36, -3.28)  0.077
H (0.23, 0.73, -5.63)  0.125
H (2.63, 0.48, -6.24)  0.127
H (4.29, -0.17, -4.50)  0.129
H (3.55, -0.55, -2.16)  0.123
H (4.09, 6.51, -1.73)  -0.001
H (3.96, 6.42, -2.46)  0.001
C (-2.21, 1.61, 3.38)  -0.224
P (-1.99, 0.58, 1.90)  0.814
C (-1.68, -0.99, 2.87)  -0.257
C (-3.79, 0.74, 1.41)  -0.496
C (-4.76, 0.08, 2.16)  -0.122
C (-6.09, 0.19, 1.77)  -0.038
C (-6.45, 0.97, 0.67)  -0.036
C (-5.47, 1.64, -0.07)  -0.056
C (-4.12, 1.54, 0.30)  -0.150
H (-1.27, 1.62, 3.93)  0.050
H (-3.00, 1.20, 4.02)  0.075
H (-2.48, 2.61, 3.07)  0.063
H (-2.36, -1.03, 3.72)  0.058
H (-1.80, -1.87, 2.24)  0.015
H (-0.65, -0.96, 3.28)  0.052
H (-4.49, -0.54, 3.00)  0.110
H (-6.86, -0.33, 2.34)  0.123
H (-7.50, 1.05, 0.38)  0.124
H (-5.74, 2.24, -0.92)  0.116
H (-3.34, 2.06, -0.28)  0.097

Properties
E_LUMO ... -7.319 eV
ΔE to the lowest compared entry with this formula, charge and spin ... 14.7 kcal per mole
Multiplicity ... 1
Frontier orbital gap ... 7.2 eV
Charge ... +2
E ... -59544.519 eV

---

What is the multiplicity in the fourth record? 1

---

The lowest E belongs to which entry? C53H38Cl3F9GeN8PRbS4